(1)
Formula: C43H80BN7O2
Source: OMol25
Level of theory: ωB97M-V/def2-TZVPD

Computed properties:
2S+1	2
HOMO (alpha / beta)	-22.65 / -22.65	eV
⟨S²⟩	0.754
strongest force on any atom	4.43	eV/A
frontier orbital gap (alpha / beta)	6.4 / 1.9	eV
electronic energy	-61001.4480	eV
charge	+7

Atoms and positions in Å:
O -4.589 -3.256 3.772
O -2.137 -5.389 -4.785
N 2.988 -1.918 -2.544
N 1.888 4.070 -0.397
N -4.611 -5.763 -3.327
N 1.479 1.054 3.056
N -2.751 -1.847 2.412
N 1.207 7.959 4.373
N -5.043 2.950 0.555
C -4.439 3.915 1.185
C 1.247 9.461 4.720
C 0.200 3.033 3.181
C -3.029 2.409 -0.664
C -2.346 3.388 0.025
C -4.376 2.167 -0.316
C 2.578 -0.456 -2.338
C -2.503 -3.405 2.586
C 2.591 1.766 3.335
C 3.322 4.306 -0.673
C 4.083 -2.356 -1.492
C -3.519 -4.701 -2.920
C -5.432 -3.725 4.832
C 1.307 -0.312 -3.174
C 5.945 -0.796 -6.568
C -0.983 -3.543 2.764
C 4.652 -1.534 -4.546
C 2.172 7.447 3.529
C -0.331 4.925 -0.093
C 1.320 3.790 3.483
C 3.482 -2.777 -0.095
C -2.113 -5.114 -3.447
C 1.081 5.124 -0.184
C 1.603 -2.613 -2.314
C 2.152 6.103 3.252
C 0.250 7.152 4.900
C -0.840 3.622 -0.111
C 4.670 -1.563 -6.081
C 3.430 -2.304 -4.020
C 2.539 3.147 3.618
C 0.276 5.775 4.626
C 0.312 1.706 2.969
C 0.026 2.526 -0.352
C -6.522 2.851 0.590
C 0.579 -1.646 -3.014
C -3.300 -3.809 3.866
C 4.525 -2.772 1.027
C 1.202 5.216 3.801
C -3.120 4.224 0.933
C -3.708 -4.378 -1.468
C 1.406 2.778 -0.455
C -2.058 -6.743 -5.221
C 1.614 -0.410 2.728
B -0.656 -0.931 0.287
H -0.524 5.149 4.992
H -4.942 1.308 -0.644
H 2.181 9.691 5.233
H 5.887 0.264 -6.319
H -2.639 4.998 1.512
H 2.141 2.046 -0.756
H -0.196 -0.418 -0.543
H 3.377 0.251 -2.559
H -6.953 3.721 1.085
H -3.545 -5.248 -0.832
H -2.558 1.736 -1.364
H 1.064 10.060 3.828
H 3.766 -1.229 -6.591
H 6.826 -1.128 -6.018
H 4.762 -1.505 -1.460
H -2.504 -1.290 3.218
H -0.355 -1.608 -2.454
H -2.185 -1.501 1.651
H -1.929 -6.019 -2.867
H 2.279 -0.458 -1.290
H -3.136 -3.508 -1.146
H 0.099 -1.624 0.625
H -4.748 -4.190 -1.203
H -6.691 1.946 1.174
H -0.935 -0.259 1.083
H -5.848 -4.703 4.590
H 2.717 -2.087 0.261
H -4.635 -6.605 -2.769
H 1.976 -0.419 1.699
H -2.821 -3.944 1.693
H -0.514 7.644 5.484
H -0.553 -3.125 3.674
H 1.534 6.095 -0.316
H -2.653 -7.410 -4.597
H 4.685 -3.207 -1.811
H -4.557 -6.038 -4.297
H -1.443 -4.291 -3.200
H 3.501 1.202 3.473
H 3.708 5.222 -0.227
H -6.311 -3.087 4.927
H -1.053 -7.160 -5.274
H 4.914 -2.603 -6.295
H -1.509 -1.468 -0.099
H 2.937 8.084 3.111
H -2.752 -3.456 4.739
H 3.924 3.498 -0.258
H 0.290 -2.015 -3.998
H -5.572 -5.468 -3.225
H 4.451 -0.480 -4.356
H 5.374 -2.132 0.785
H -5.084 -3.674 5.863
H 4.121 -2.457 1.989
H -3.883 -3.871 -3.525
H -0.457 -3.297 1.841
H 3.089 -3.790 -0.180
H 6.094 -0.927 -7.639
H 0.808 0.586 -2.812
H 2.508 -2.146 -4.578
H -0.769 3.484 3.332
H 3.451 3.650 3.902
H -0.620 1.172 2.848
H -3.337 -4.889 4.007
H 1.229 -2.651 -1.290
H 3.516 -3.387 -3.930
H -5.080 4.356 1.934
H -0.379 1.546 -0.556
H 0.517 9.702 5.492
H 5.564 -1.810 -4.016
H 4.980 -3.758 1.112
H -0.754 -4.609 2.770
H 0.591 -0.781 2.778
H -0.946 5.811 -0.037
H 1.531 -0.084 -4.217
H 2.356 -0.897 3.361
H 2.933 5.690 2.632
H -6.838 2.754 -0.449
H -3.709 -1.691 2.132
H 3.276 4.352 -1.761
H 1.683 -3.651 -2.636
H -2.440 -6.766 -6.242



(2)
Formula: C43H80F21N7O15S7
Source: OMol25
Level of theory: ωB97M-V/def2-TZVPD

Computed properties:
HOMO	-8.06	eV
strongest force on any atom	3.19	eV/A
frontier orbital gap	6.7	eV
electronic energy	-219938.7646	eV
charge	0

Atoms and positions in Å:
S 3.294 -4.525 -0.786
S -5.462 -0.093 4.244
S 0.957 2.993 -2.516
S 3.688 2.250 5.229
S -3.195 -0.614 5.545
S 3.223 1.293 7.588
S 1.188 -5.367 0.276
F -6.210 -1.404 1.961
F -1.430 -5.288 0.449
F 0.067 4.527 -0.481
F -0.520 -3.370 -0.291
F 3.673 1.297 2.734
F 4.074 -1.057 8.428
F 5.448 -3.319 -1.789
F 1.938 -1.020 8.092
F 2.221 2.954 3.022
F -6.566 -2.482 3.757
F 2.166 4.404 -0.651
F -0.643 -0.808 6.140
F 1.068 2.632 0.046
F -1.085 0.731 4.716
F -4.555 -2.315 3.003
F 2.853 -0.016 9.838
F -0.491 -3.916 1.765
F -1.154 -1.338 4.056
F 1.804 1.016 3.774
F 5.362 -3.238 0.348
F 4.043 -1.969 -0.861
O 2.087 2.151 7.906
O -3.352 0.102 6.784
O -3.604 -2.024 5.577
O -0.095 1.989 -2.530
O 0.946 -6.116 -0.927
O -6.052 0.975 3.481
O 3.184 3.478 5.772
O 0.675 4.141 -3.374
O 1.403 -6.156 1.462
O -6.069 -0.337 5.504
O 3.984 -5.767 -0.492
O 5.086 2.290 4.862
O 2.734 -4.372 -2.115
O 2.257 2.393 -2.700
O 4.456 1.873 8.070
N 0.782 -0.302 -5.507
N -3.784 0.153 4.300
N 2.915 -3.107 4.345
N -2.210 0.293 0.574
N 3.317 0.790 6.082
N -3.220 5.021 -4.284
N 2.230 -3.997 0.294
C -1.374 -0.508 5.080
C -0.900 -1.975 -4.525
C -4.154 -1.060 -1.156
C 0.788 -4.478 4.483
C 2.342 -1.984 5.128
C 1.069 3.686 -0.766
C 0.946 1.141 -5.980
C -0.431 -4.414 0.533
C -2.829 4.010 -6.953
C -1.916 3.479 -5.829
C 4.934 -1.605 3.847
C 3.917 -2.602 3.298
C -2.727 3.613 -4.558
C -3.794 4.239 -1.936
C -2.040 5.822 -3.800
C 3.638 -4.077 5.242
C -5.700 -1.666 3.182
C 0.017 -2.271 -3.346
C -0.839 0.002 -0.002
C 1.549 -5.553 5.273
C -2.077 1.255 1.740
C -0.655 -0.611 -5.141
C -4.683 4.507 -0.703
C 2.508 3.199 -6.250
C -3.013 1.052 -0.488
C 2.958 -0.312 8.554
C -3.068 5.514 -6.785
C 1.706 -0.523 -4.287
C 6.083 -1.433 2.840
C 2.373 1.659 -6.131
C 2.811 1.889 3.555
C 4.613 -3.174 -0.759
C -3.023 -0.869 1.071
C 1.219 -1.283 -6.571
C -3.816 5.751 -5.481
C -3.343 0.158 -1.657
C 1.833 -3.812 3.565
C 2.682 -4.943 6.091
C -4.276 4.984 -3.185
C 1.536 -0.695 0.321
C -3.425 -1.806 -0.053
C 1.476 -1.860 -3.591
C 0.230 -0.415 1.038
H -3.949 1.301 0.017
H -1.671 0.604 2.507
H -0.847 -2.784 -5.254
H 2.713 -0.300 -4.611
H -2.424 3.746 -7.933
H -1.359 5.257 -3.172
H -2.445 1.959 -0.690
H -2.379 6.766 -3.370
H -3.815 3.534 -7.003
H 0.277 -3.707 5.056
H 3.323 -2.334 2.424
H -0.968 4.016 -5.860
H -5.166 4.470 -3.557
H -1.707 2.462 -6.158
H 3.128 -1.594 5.766
H -4.795 3.566 -0.167
H -4.262 -1.753 -1.992
H 3.586 3.381 -6.262
H -1.927 -1.946 -4.153
H 4.396 -3.526 2.965
H 0.305 0.361 1.793
H 1.604 -1.525 -0.380
H -0.348 -1.767 -2.447
H -3.757 3.159 -2.096
H 6.749 -0.633 3.147
H -5.639 4.974 -0.929
H 1.878 -1.626 -2.603
H 1.982 -1.252 4.407
H -2.096 3.274 -3.735
H 1.876 -6.382 4.642
H 6.626 -2.367 2.682
H 1.379 -3.037 2.951
H 2.944 1.297 -6.989
H 4.107 -4.796 4.570
H -4.631 6.009 -3.082
H -3.944 -2.688 0.321
H 0.385 1.224 -6.910
H 2.224 -1.008 -6.887
H -3.620 5.995 -7.591
H 2.359 -4.513 2.922
H -3.884 -0.471 1.603
H -0.833 0.200 -4.424
H 3.273 -5.667 6.663
H -1.325 -0.385 -5.971
H 2.365 -0.795 1.024
H 2.962 1.459 -5.238
H 5.619 -1.236 1.872
H -4.165 5.148 0.011
H -1.529 6.212 -4.680
H 1.510 -2.284 5.757
H -3.662 3.055 -4.603
H 0.032 -3.313 -3.028
H -1.062 -0.825 -0.667
H 0.479 -1.128 -7.355
H 1.305 0.250 -3.627
H -2.370 -1.281 1.840
H -2.549 -2.281 -0.515
H -2.725 4.404 -1.776
H 4.453 -0.629 3.927
H -3.890 6.817 -5.274
H -2.452 -0.159 -2.198
H 1.254 -2.331 -6.290
H 2.094 3.676 -7.135
H 1.867 0.164 -0.279
H 0.014 -1.385 1.497
H 0.912 -6.087 5.985
H 0.490 1.731 -5.186
H -3.051 1.540 2.134
H 2.245 3.620 -5.278
H -0.507 0.949 -0.413
H -1.446 2.085 1.438
H 4.393 -3.548 5.814
H -5.127 -0.812 -0.723
H -4.011 0.765 -2.273
H 5.252 -1.897 4.846
H -4.822 5.341 -5.581
H -2.091 6.003 -6.774
H 1.988 -2.735 -3.987
H 0.032 -4.995 3.897
H 2.305 -4.452 6.997



(3)
Formula: C43H80GaN7O4P
Source: OMol25
Level of theory: ωB97M-V/def2-TZVPD

Computed properties:
HOMO	-4.85	eV
strongest force on any atom	2.87	eV/A
frontier orbital gap	5.8	eV
electronic energy	-126172.2151	eV
charge	-1

Atoms and positions in Å:
Ga 8.524 -2.977 -2.388
P 6.578 -2.758 -1.077
O 6.914 -3.315 0.288
O 6.036 -1.177 -0.821
O -1.594 -0.910 -0.049
O 5.330 -3.741 -1.673
N -5.565 -4.746 -4.272
N -1.574 3.463 4.681
N -6.573 1.875 7.198
N -6.308 2.301 1.196
N -9.304 5.346 10.730
N 0.992 -3.179 -6.539
N 10.916 -5.359 -4.660
C 4.553 -0.422 -3.777
C -2.305 -3.387 -7.654
C -1.055 -1.431 -2.413
C -6.450 3.439 1.262
C 10.944 -4.289 -0.594
C -1.081 -0.344 1.173
C 8.154 1.090 -3.778
C -5.681 -2.036 -2.077
C 0.155 -3.260 -7.322
C 13.030 -6.882 -4.838
C -9.885 5.909 9.914
C 1.376 -1.075 -3.425
C -9.888 8.949 9.670
C -4.162 -2.074 -1.959
C -5.900 -4.168 -3.337
C -4.342 5.294 2.446
C -0.526 -0.919 -1.028
C -7.004 3.495 9.202
C 0.077 -1.959 -3.377
C 8.803 0.090 -2.729
C -10.626 6.640 8.885
C -2.530 -4.584 -6.738
C -6.266 4.825 9.034
C -4.314 1.097 3.528
C -9.948 7.961 8.511
C 5.783 0.191 -4.578
C -3.428 1.964 5.751
C -0.920 -3.383 -8.308
C 6.588 1.232 -3.685
C -4.750 4.669 9.017
C 11.841 -6.035 -4.747
C 10.083 -3.760 -1.267
C 2.544 -1.970 -4.061
C -5.276 5.629 1.288
C -3.743 0.736 4.893
C -2.385 2.803 5.159
C -6.312 -3.429 -2.142
C 9.061 -1.306 -3.449
C -6.771 2.587 8.079
C 13.799 -6.438 -2.451
C 3.605 -1.114 -4.865
C 13.410 -7.488 -3.485
C -6.614 4.889 1.366
H 14.645 -5.840 -2.800
H -11.646 6.829 9.229
H -4.075 4.235 2.453
H -7.261 5.232 0.555
H 0.332 -1.512 -0.616
H -1.708 0.530 1.510
H -6.086 -1.509 -1.209
H 8.564 -1.369 -4.456
H -3.852 -2.624 -1.068
H 1.296 -0.173 -4.085
H -3.538 -4.557 -6.321
H 5.088 -3.415 -2.564
H -4.804 5.539 3.405
H -4.336 2.553 5.901
H -1.006 -1.090 2.008
H -6.050 -3.999 -1.247
H -3.099 1.632 6.739
H -4.776 5.401 0.343
H -4.468 0.116 5.425
H -10.704 6.013 7.993
H 8.592 2.109 -3.577
H -3.764 -1.062 -1.887
H -6.588 5.319 8.112
H 0.304 -3.045 -3.194
H -4.550 0.192 2.967
H -4.270 5.645 8.925
H 8.251 0.021 -1.760
H 12.968 -5.763 -2.233
H -6.542 5.484 9.861
H -0.231 0.164 -1.184
H -9.297 8.557 10.501
H 6.313 2.255 -4.084
H -3.063 -3.401 -8.443
H 8.198 -4.123 -3.481
H -10.890 9.179 10.040
H -8.935 7.772 8.145
H -4.394 4.203 9.939
H -2.843 0.129 4.760
H 3.034 -0.346 -5.458
H 12.839 -7.688 -5.550
H -8.075 3.691 9.284
H 8.492 0.814 -4.817
H -10.504 8.417 7.688
H -5.231 1.681 3.630
H -1.722 -0.661 -2.896
H 13.868 -6.301 -5.234
H 14.089 -6.920 -1.515
H 9.815 0.529 -2.480
H -9.425 9.882 9.346
H -4.419 4.057 8.174
H -3.706 -2.548 -2.831
H -1.735 -2.298 -2.188
H -1.827 -4.585 -5.902
H 12.582 -8.088 -3.097
H -5.471 6.705 1.293
H 5.326 0.732 -5.453
H 10.173 -1.364 -3.639
H 3.060 -2.444 -3.173
H -3.601 1.677 2.936
H 14.254 -8.168 -3.631
H -2.415 -5.523 -7.285
H -3.416 5.867 2.362
H 2.141 -2.818 -4.691
H 6.681 -0.769 -0.213
H 4.876 -1.253 -3.103
H 11.499 -5.067 -0.036
H -7.401 -3.329 -2.146
H 6.230 1.192 -2.624
H 4.241 -1.769 -5.511
H -2.455 -2.464 -7.086
H -5.961 -1.456 -2.961
H -0.782 -4.295 -8.894
H -0.364 -1.925 -4.417
H -6.698 3.016 10.135
H 6.437 -0.644 -4.931
H -0.857 -2.545 -9.007
H 1.757 -0.753 -2.422
H -0.035 0.023 0.983
H -7.122 5.137 2.302
H 4.027 0.411 -3.245